Entry 1:
Below is a cluster of 2 separate species, C8H9NO2Se in total at a distorted geometry, with properties calculated with ωB97M-V/def2-TZVPD.

Bonds (Å) are listed after each position.
Positions of all 21 atoms, in Å:
1 C 0.5277 2.3516 2.2276  C2 1.401, C3 1.412, H13 1.088
2 C 1.5368 1.4090 1.9936  C1 1.401, C4 1.422, H14 1.069
3 C -0.4951 2.5861 1.2825  C1 1.412, C5 1.406, H15 1.033
4 C 1.4554 0.7116 0.7572  C2 1.422, C6 1.340, H16 1.018
5 C -0.5349 1.8466 0.0868  C3 1.406, C6 1.342, H17 1.074
6 C 0.4121 0.9073 -0.0602  C4 1.340, C5 1.342, Se12 1.914
7 C 0.0090 -2.7186 -2.1603  C8 1.501, H18 1.080, H19 1.133, H20 1.121
8 C -0.3519 -1.6080 -1.2166  C7 1.501, N9 1.447, Se12 1.872
9 N -1.7313 -1.4779 -0.7977  C8 1.447, O10 1.232, O11 1.214
10 O -2.1020 -0.3321 -0.5354  N9 1.232
11 O -2.4360 -2.4619 -0.7005  N9 1.214
12 Se 0.4211 0.0108 -1.7509  C6 1.914, C8 1.872
13 H 0.5131 2.6488 3.2744  C1 1.088
14 H 2.2969 1.2921 2.7360  C2 1.069
15 H -1.1692 3.3358 1.5075  C3 1.033
16 H 2.2674 0.1687 0.4716  C4 1.018
17 H -1.1807 2.1187 -0.7277  C5 1.074
18 H -0.4043 -2.2760 -3.0545  C7 1.080
19 H 1.1415 -2.7040 -2.1770  C7 1.133
20 H -0.1408 -3.7414 -1.7275  C7 1.121
21 H -0.0349 -2.0671 0.5712  no bonds

total energy: -79363.8820 eV
multiplicity: 3
gap between HOMO and LUMO (alpha / beta): 7.93 / 6.47 eV
HOMO (alpha / beta): -0.274 / -0.350 Ha
LUMO (alpha / beta): 0.468 / -3.055 eV
total charge: 0

Entry 2:
Below is a cluster of 2 separate species, C4H10Se in total at a distorted geometry, with properties calculated with ωB97M-V/def2-TZVPD.

Bonds (Å) are listed after each position.
Positions of all 15 atoms, in Å:
1 C -0.7432 0.4464 0.5793  C4 1.500, H6 1.164, H7 1.085, H8 1.042
2 C -1.2971 -0.1197 -1.9493  C4 1.490, H9 1.102, H10 1.078, H11 1.068
3 C 0.6646 1.1214 -1.3131  C4 1.350, H12 1.099, H13 1.105
4 C -0.4136 0.4315 -0.8840  C1 1.500, C2 1.490, C3 1.350
5 Se 2.6505 -1.1890 3.1559  H14 1.454, H15 1.416
6 H -1.4638 1.3165 0.8582  C1 1.164
7 H -1.4470 -0.3695 0.7081  C1 1.085
8 H -0.0215 0.5788 1.3195  C1 1.042
9 H -1.7983 -1.0784 -1.7380  C2 1.102
10 H -2.1699 0.4480 -2.2306  C2 1.078
11 H -0.7011 -0.0607 -2.8341  C2 1.068
12 H 1.1190 1.1756 -2.3121  C3 1.099
13 H 1.3857 1.2839 -0.4913  C3 1.105
14 H 1.3064 -1.7387 3.0763  Se5 1.454
15 H 2.9292 -2.2463 4.0552  Se5 1.416

total energy: -69650.5388 eV
multiplicity: 3
gap between HOMO and LUMO (alpha / beta): 5.93 / 7.70 eV
HOMO (alpha / beta): -0.189 / -0.345 Ha
LUMO (alpha / beta): 0.793 / -1.687 eV
total charge: 0

Entry 3:
Below is a cluster of 2 separate species, C7H12O in total at a distorted geometry, with properties calculated with ωB97M-V/def2-TZVPD.

Bonds (Å) are listed after each position.
Positions of all 20 atoms, in Å:
1 C 0.6319 -1.5798 -1.0331  C2 1.318, C4 1.462, H8 1.121
2 C 1.1553 -2.4634 -0.2067  C1 1.318, H9 1.154, H10 1.102
3 C -0.4651 0.6420 -1.1164  C4 1.337, C7 1.456, H11 1.031
4 C 0.6089 -0.1242 -0.9011  C1 1.462, C3 1.337, C5 1.486
5 C 1.8538 0.5945 -0.5258  C4 1.486, H12 1.143, H13 1.134, H14 1.118
6 C -2.5304 -0.0542 0.1387  C7 1.391, H15 1.174, H16 1.097
7 C -1.8133 0.0960 -1.0438  C3 1.456, C6 1.391, H17 1.173
8 H 0.1735 -1.8399 -2.0229  C1 1.121
9 H 1.7576 -2.1510 0.7265  C2 1.154
10 H 1.3512 -3.5481 -0.2049  C2 1.102
11 H -0.4648 1.6564 -1.3035  C3 1.031
12 H 2.2373 1.3692 -1.2741  C5 1.143
13 H 1.9485 0.9091 0.5598  C5 1.134
14 H 2.7747 -0.0388 -0.5247  C5 1.118
15 H -1.9967 0.1220 1.1696  C6 1.174
16 H -3.6099 -0.2017 0.2635  C6 1.097
17 H -2.2449 -0.3475 -2.0397  C7 1.173
18 H 0.0194 2.5063 3.6812  O20 0.892
19 H -0.8627 2.4641 2.4577  O20 0.944
20 O -0.5244 1.9890 3.1995  H18 0.892, H19 0.944

SMILES: C=C/C=C(/C)C=C.O
total energy: -9497.3110 eV
gap between HOMO and LUMO: 9.59 eV
HOMO: -0.323 Ha
LUMO: 0.806 eV
total charge: 0

Entry 4:
Below is the molecule C6H12N2O2 at a distorted geometry, with properties calculated with ωB97M-V/def2-TZVPD.

Bonds (Å) are listed after each position.
Positions of all 22 atoms, in Å:
1 C -2.9893 -0.8976 -0.1445  C2 1.524, H10 1.100, H11 1.098, H12 1.100
2 C -1.8437 -0.0958 0.4609  C1 1.524, C3 1.525, H13 1.101, H14 1.100
3 C -0.6948 0.0870 -0.5258  C2 1.525, N4 1.459, H15 1.101, H16 1.099
4 N 0.4327 0.8324 0.0241  C3 1.459, C5 1.444, C8 1.350
5 C 1.3382 0.1538 0.9217  N4 1.444, C6 1.523, H17 1.098, H18 1.098
6 C 2.6344 -0.3234 0.2799  C5 1.523, N7 1.339, O20 1.239
7 N 2.5568 -1.1027 -0.8057  C6 1.339, H21 1.011, H22 1.071
8 C 0.5849 2.1514 -0.2203  N4 1.350, O9 1.224, H19 1.108
9 O 1.5452 2.8234 0.1323  C8 1.224
10 H -2.6425 -1.8830 -0.4891  C1 1.100
11 H -3.7873 -1.0598 0.5924  C1 1.098
12 H -3.4265 -0.3749 -1.0079  C1 1.100
13 H -2.1969 0.8983 0.7747  C2 1.101
14 H -1.4765 -0.6020 1.3664  C2 1.100
15 H -0.3269 -0.8937 -0.8650  C3 1.101
16 H -1.0501 0.6178 -1.4204  C3 1.099
17 H 1.6219 0.8300 1.7386  C5 1.098
18 H 0.8438 -0.7211 1.3639  C5 1.098
19 H -0.2574 2.5823 -0.7963  C8 1.108
20 O 3.6602 -0.4194 0.9688  C6 1.239
21 H 2.1852 -0.7280 -1.6684  N7 1.011
22 H 3.2885 -1.8751 -0.6806  N7 1.071

SMILES: CCCN(C=O)CC(N)=O
total energy: -13491.8250 eV
gap between HOMO and LUMO: 10.04 eV
HOMO: -0.347 Ha
LUMO: 0.603 eV
total charge: 0